Entry from the OMol25 dataset: a cluster of 2 separate species, C5H12N3O in total at a distorted geometry (ωB97M-V with the def2-TZVPD basis set).

Geometry as XYZ:
```
21
C5H12N3O, DFT ωB97M-V with the def2-TZVPD basis set
C 2.224 -1.371 0.245
C 0.721 0.105 -0.137
C 0.135 -2.445 -0.198
C 1.943 2.095 0.007
C -3.272 0.575 0.303
N 2.841 -0.263 0.317
N 0.905 -1.215 -0.023
N 1.877 0.690 0.146
O -2.272 1.375 -0.325
H 2.838 -2.218 0.379
H -0.310 0.412 -0.349
H -0.129 -2.505 -1.170
H 0.673 -3.399 0.216
H -0.902 -2.377 0.250
H 2.870 2.413 0.614
H 2.133 2.438 -1.119
H 1.140 2.665 0.483
H -4.102 1.284 0.827
H -2.841 -0.119 0.984
H -3.812 -0.186 -0.472
H -2.658 2.046 -0.977
```

The HOMO-LUMO gap is 10.4156 eV. The charge is +1. The HOMO energy comes out at -13.8 eV. For the relative energy (zero: lowest compared OMol25 entry of this formula, charge and spin), the calculation gives 3.543 eV. The LUMO energy comes out at -3.392 eV.